# 1
Density functional theory data (wB97M-V/def2-TZVPD) for a structure of composition C13H10N3O4S5W.

Atoms and positions in Å:
W 1.5635 0.0334 -0.7391
C -0.6990 0.8615 2.3464
C 0.0567 -0.4022 2.1772
N 0.8135 -0.7664 1.1289
C 1.3680 -2.0039 1.4449
C 0.9400 -2.3926 2.6739
N 0.1252 -1.3746 3.0936
C 1.1032 -3.5663 3.6243
O 1.8870 -4.5621 3.2842
O 0.4822 -3.4913 4.6395
C 2.2660 -2.5824 0.4670
O 2.8752 -3.5794 0.4456
O 2.3232 -1.6417 -0.6495
H -0.8214 1.3775 1.3955
H -0.1705 1.5201 3.0408
H -1.6840 0.6677 2.7720
H -0.3345 -1.4136 4.0047
H 2.3334 -4.4802 2.4269
S 2.4705 1.8058 0.3373
S 3.8161 1.0208 -1.0721
S 3.3954 1.6620 -2.9698
S 1.6628 0.5690 -3.0083
S -2.7742 -0.7032 -1.7276
C -1.2726 -0.8431 -1.0445
N -0.4654 0.2396 -1.1506
C -1.1370 1.2878 -1.8192
C -0.6647 2.5760 -2.0642
C -1.4991 3.4549 -2.7367
C -2.7805 3.0752 -3.1484
C -3.2690 1.8081 -2.8845
C -2.4275 0.9253 -2.2158
H -0.9549 -1.7619 -0.5706
H 0.3036 2.9103 -1.7146
H -1.1580 4.4621 -2.9350
H -3.4053 3.7891 -3.6680
H -4.2679 1.5188 -3.1841

Computed properties:
Charge: +3
Kohn-Sham gap, eV: 5.612
Energy, hartree: -3023.685617
Lowest unoccupied orbital energy, eV: -13.2516
HOMO energy, eV: -18.864
Energy relative to the best compared isomer or geometry (same formula, charge and spin), kcal per mole: 0.0

These are the Mulliken partial charges, in e, on atoms 1 to 4: atom 1 (W): 1.51, atom 2 (C): -1.19, atom 3 (C): 0.11, atom 4 (N): -0.08

***

# 2
Density functional theory data (wB97M-V/def2-TZVPD) for an isolated molecule of C13H10N4O in a non-equilibrium geometry.

Atoms and positions in Å:
O 3.0386 1.2653 0.7835
C 2.3503 0.3348 1.5054
C 2.9716 -0.1863 2.6232
C 2.2606 -1.0886 3.4108
C 0.9331 -1.4459 3.1282
C 0.2529 -2.2809 4.0045
C -1.0733 -2.6430 3.7046
C -1.7408 -2.1232 2.5832
C -1.0071 -1.2712 1.6976
C 0.3372 -0.9138 1.9836
C 1.0365 -0.0136 1.1379
N 0.3953 0.4701 -0.0126
N 0.9407 1.3016 -0.8007
C 0.1385 1.8889 -1.7429
C -1.2892 1.7984 -1.7543
C -1.6839 2.5392 -2.8115
N -0.5366 3.0418 -3.3858
N 0.5814 2.6132 -2.7201
H 2.5067 1.5095 -0.0153
H 3.9920 0.1414 2.8941
H 2.7699 -1.4970 4.2893
H 0.7767 -2.6540 4.8872
H -1.5904 -3.2425 4.4341
H -2.7554 -2.4710 2.4205
H -1.4606 -0.8538 0.8009
H -1.8911 1.2213 -1.0454
H -2.7106 2.6545 -3.1816
H -0.4936 3.6879 -4.2062

Computed properties:
Charge: 0
Kohn-Sham gap, eV: 7.154
Energy, hartree: -795.601205
Lowest unoccupied orbital energy, eV: -0.7003
SMILES: Oc1ccc2ccccc2c1/N=N/c1cc[nH]n1
HOMO energy, eV: -7.854
Energy relative to the best compared isomer or geometry (same formula, charge and spin), kcal per mole: 26.1

These are the Mulliken partial charges, in e, on atoms 1 to 4: atom 1 (O): -0.59, atom 2 (C): 1.00, atom 3 (C): -1.06, atom 4 (C): -0.53

***

# 3
Density functional theory data (wB97M-V/def2-TZVPD) for a structure of composition C13H10O7S2Ti in a non-equilibrium geometry.

Atoms and positions in Å:
Ti -0.0844 1.4850 1.4217
C 0.6102 1.3542 3.7367
C 0.5585 2.7102 3.3458
C -0.7914 3.0240 3.0234
C -1.5730 1.8503 3.2277
C -0.7070 0.8303 3.6684
H 1.4801 0.8233 4.0884
H 1.3876 3.3972 3.3178
H -1.1652 3.9908 2.7316
H -2.6440 1.7792 3.1424
H -1.0016 -0.1726 3.9282
O 1.4731 -3.3995 -4.8055
C 0.4957 -3.8713 -3.9856
O -0.0442 -4.9064 -4.2871
C 0.1949 -3.0577 -2.7815
C 0.9185 -1.9276 -2.3979
C 0.6379 -1.2332 -1.2412
C -0.4075 -1.6439 -0.3802
S -0.7389 -0.9077 1.1381
C -1.1580 -2.7710 -0.8032
C -0.8591 -3.4532 -1.9629
H 1.7650 -2.5405 -4.4735
H 1.7499 -1.5549 -2.9947
H 1.2145 -0.3586 -0.9780
H -1.9798 -3.0954 -0.1763
H -1.4451 -4.3127 -2.2676
O -0.1598 2.5563 -1.2236
S 1.2049 2.8176 -0.4882
O 2.1553 3.1669 -1.5174
O 1.5662 1.5337 0.2248
O 0.9442 3.8232 0.5437
O -2.3412 2.0789 -0.6206
C -1.2561 1.9853 -0.1538

Computed properties:
Charge: -2
Kohn-Sham gap (spin up / spin down), eV: 4.478 / 6.485
Energy, hartree: -2674.043101
Lowest unoccupied orbital energy (spin up / spin down), eV: 4.7901 / 4.7547
2S+1: 3
HOMO energy (spin up / spin down), eV: 0.312 / -1.730
Energy relative to the best compared isomer or geometry (same formula, charge and spin), kcal per mole: 34.2

These are the Mulliken partial charges, in e, on atoms 1 to 4: atom 1 (Ti): 0.27, atom 2 (C): -0.43, atom 3 (C): -0.47, atom 4 (C): -0.52